47
Properties=species:S:1:pos:R:3:forces:R:3 method="wB97M-V/def2-TZVPD" gap_ev="8.13 / 4.40" charge=+3 homo_ev="-18.342 / -18.381" multiplicity=5
Pt -0.18323 0.05779 -0.07219 -0.0920 -0.6281 0.7468
C -0.53546 4.48335 2.85981 0.0816 0.0302 0.1423
N -0.27180 3.92312 1.52492 0.0506 0.0661 -0.0565
C -0.18506 4.82180 0.35914 -0.0032 0.0518 -0.1379
C -0.07869 2.64610 1.34336 0.0749 -0.0635 0.0395
O 0.13569 2.16591 0.18606 -0.2835 0.1829 -0.1548
C -0.08482 1.71150 2.53788 -0.1753 0.1531 -0.0030
O 0.29414 0.38575 2.14888 0.0712 0.0604 0.2803
C 1.63815 0.00118 2.49674 0.2215 -0.1658 0.0218
C 2.49132 -0.11196 1.24469 -0.2241 -0.0566 0.0938
O 1.88534 -0.11802 0.13618 0.2219 0.1517 -0.7042
N 3.78400 -0.23821 1.33838 0.0925 0.0106 -0.0141
C 4.62949 -0.32300 0.13912 0.1550 -0.0504 -0.0926
C 4.49942 -0.28308 2.61951 0.1181 0.0838 0.0585
H -0.84495 5.51658 2.74759 -0.0306 -0.0050 -0.0410
H 0.35750 4.46780 3.48607 0.0457 0.0057 -0.0730
H -1.33562 3.94432 3.36443 -0.0359 -0.0138 -0.0475
H -0.19008 5.84931 0.70478 0.0088 -0.0082 0.0517
H -1.02807 4.66554 -0.31207 -0.0577 -0.0209 0.0623
H 0.72931 4.63012 -0.19614 0.0500 -0.0130 0.0511
H -1.08534 1.66276 2.97024 -0.0156 -0.0709 0.0100
H 0.58901 2.08862 3.30661 -0.0172 -0.0329 0.0543
H 1.58490 -0.97491 2.98135 -0.0487 0.0166 0.0439
H 2.06722 0.71431 3.19692 -0.0891 0.0238 0.0564
H 4.03909 -0.17736 -0.75655 -0.0516 0.0209 0.0206
H 5.11507 -1.29699 0.10392 -0.0593 -0.0367 0.0420
H 5.40261 0.44122 0.19972 -0.0361 0.0448 0.0442
H 3.86345 -0.61528 3.43430 -0.0339 -0.0410 -0.0152
H 4.92229 0.69335 2.85701 -0.0405 0.0314 -0.0440
H 5.32226 -0.98771 2.52762 -0.0388 -0.0581 -0.0236
C -4.38230 -3.60643 1.32837 0.0378 -0.0621 0.0139
C -2.96616 -3.66532 1.19984 0.0262 0.0083 -0.0326
C -2.22478 -2.55717 0.72975 0.0090 -0.0403 -0.0063
C -2.86232 -1.40597 0.32034 -0.3928 -0.0652 0.0170
C -2.15289 -0.27613 -0.20232 0.4279 0.7213 -0.4033
C -2.93055 0.74777 -0.81215 -0.3168 -0.2475 -0.0072
C -4.36178 0.76515 -0.74339 0.1336 0.0484 0.0350
C -5.03401 -0.26486 -0.14838 -0.0865 0.0055 -0.0324
C -4.32379 -1.37689 0.38027 0.1642 -0.0863 0.0320
C -5.04268 -2.48205 0.94684 -0.0208 0.1531 -0.0269
H -4.92712 -4.45549 1.72059 0.0611 -0.0318 0.0145
H -2.44528 -4.57601 1.47215 0.0004 0.0151 0.0194
H -1.14656 -2.62440 0.65352 0.0038 -0.0807 0.0481
H -2.43677 1.54868 -1.34979 0.0319 -0.0319 -0.0519
H -4.91170 1.58126 -1.19600 0.0483 0.0451 0.0217
H -6.11755 -0.25926 -0.11660 0.0156 -0.0466 0.0147
H -6.11898 -2.41430 1.05038 -0.0018 0.0265 -0.0679